No. 1
Below is a 10-piece molecular cluster, C30H75N2O16S5 overall at a distorted geometry, with properties calculated with wB97M-V/def2-TZVPD.

The calculation puts the LUMO energy (alpha / beta) at 0.031 / -0.231 eV. Its total charge is 0. Its multiplicity is 2. The calculation puts the HOMO energy (alpha / beta) at -0.146 / -0.260 Ha. The orbital gap (alpha / beta) is 4.01 / 6.85 eV. As for the expectation value of S²: 0.751.

Bonds (Å) are listed after each position.
Cartesian coordinates (Å):
1 N -4.63 -2.04 -13.70  H2 1.010, H3 1.010, H4 1.010, H5 1.010
2 H -5.61 -2.10 -13.49  N1 1.010
3 H -4.27 -1.58 -12.87  N1 1.010
4 H -4.34 -1.45 -14.46  N1 1.010
5 H -4.08 -2.89 -13.78  N1 1.010
6 N -0.95 -1.65 -11.95  H7 1.010, H8 1.010, H9 1.010, H10 1.010
7 H -1.13 -0.96 -11.24  N6 1.010
8 H -1.10 -1.26 -12.87  N6 1.010
9 H -1.45 -2.52 -11.82  N6 1.010
10 H 0.04 -1.84 -12.00  N6 1.010
11 C -5.65 -2.68 -10.50  C12 1.526, H15 1.090, H16 1.090, H17 1.090
12 C -4.53 -1.71 -10.15  C11 1.526, C13 1.488, O14 1.387, H18 1.090
13 C -3.51 -2.28 -9.23  C12 1.488, H19 1.090, H20 1.090, H21 1.090
14 O -3.94 -1.00 -11.19  C12 1.387
15 H -6.23 -2.29 -11.34  C11 1.090
16 H -6.25 -2.83 -9.61  C11 1.090
17 H -5.16 -3.59 -10.84  C11 1.090
18 H -4.88 -0.93 -9.48  C12 1.090
19 H -3.25 -3.28 -9.58  C13 1.090
20 H -3.91 -2.33 -8.21  C13 1.090
21 H -2.56 -1.74 -9.23  C13 1.090
22 O -12.19 1.34 -6.72  S23 1.456
23 S -11.07 0.57 -7.26  O22 1.456, O24 1.468, O25 1.667, C28 1.882
24 O -9.79 0.46 -6.55  S23 1.468
25 O -11.67 -0.88 -7.82  S23 1.667, C26 1.429
26 C -10.71 -1.93 -7.96  O25 1.429, C27 1.499, H29 1.090, H30 1.090
27 C -10.00 -1.98 -9.28  C26 1.499, H31 1.090, H32 1.090, H33 1.090
28 C -10.60 1.40 -8.88  S23 1.882, H34 1.090, H35 1.090, H36 1.090
29 H -11.33 -2.82 -7.84  C26 1.090
30 H -9.86 -1.77 -7.31  C26 1.090
31 H -9.58 -1.01 -9.57  C27 1.090
32 H -10.75 -2.28 -10.01  C27 1.090
33 H -9.17 -2.68 -9.22  C27 1.090
34 H -11.42 1.22 -9.57  C28 1.090
35 H -9.68 0.97 -9.27  C28 1.090
36 H -10.47 2.46 -8.68  C28 1.090
37 O -5.04 -10.85 -10.90  S38 1.448
38 S -5.61 -9.97 -11.90  O37 1.448, O39 1.461, O40 1.677, C43 1.841
39 O -6.45 -10.59 -12.91  S38 1.461
40 O -6.46 -8.73 -11.16  S38 1.677, C41 1.365
41 C -6.02 -8.20 -9.98  O40 1.365, C42 1.589, H44 1.090, H45 1.090
42 C -6.63 -6.73 -9.96  C41 1.589, H46 1.090, H47 1.090, H48 1.090
43 C -4.20 -9.03 -12.63  S38 1.841, H49 1.090, H50 1.090, H51 1.090
44 H -4.94 -8.13 -9.86  C41 1.090
45 H -6.51 -8.83 -9.23  C41 1.090
46 H -6.42 -6.34 -8.96  C42 1.090
47 H -7.69 -6.68 -10.19  C42 1.090
48 H -6.04 -6.09 -10.61  C42 1.090
49 H -4.63 -8.53 -13.50  C43 1.090
50 H -3.35 -9.68 -12.84  C43 1.090
51 H -3.95 -8.50 -11.71  C43 1.090
52 O -3.09 -0.11 -6.47  S53 1.473
53 S -2.42 1.07 -7.03  O52 1.473, O54 1.461, O55 1.619, C58 1.936
54 O -2.56 1.37 -8.45  S53 1.461
55 O -2.69 2.37 -6.10  S53 1.619, C56 1.388
56 C -2.55 2.25 -4.73  O55 1.388, C57 1.593, H59 1.090, H60 1.090
57 C -3.81 2.93 -4.03  C56 1.593, H61 1.090, H62 1.090, H63 1.090
58 C -0.52 1.05 -6.68  S53 1.936, H64 1.090, H65 1.090, H66 1.090
59 H -1.68 2.84 -4.42  C56 1.090
60 H -2.59 1.21 -4.40  C56 1.090
61 H -4.62 2.34 -4.45  C57 1.090
62 H -3.97 3.98 -4.29  C57 1.090
63 H -3.85 2.78 -2.95  C57 1.090
64 H -0.02 1.94 -7.07  C58 1.090
65 H -0.22 0.12 -7.15  C58 1.090
66 H -0.43 1.08 -5.59  C58 1.090
67 O 2.44 -5.70 -4.99  S68 1.487
68 S 1.13 -5.95 -5.64  O67 1.487, O69 1.488, O70 1.661, C73 1.895
69 O -0.02 -6.54 -4.90  S68 1.488
70 O 0.69 -4.57 -6.46  S68 1.661, C71 1.403
71 C -0.62 -4.45 -6.95  O70 1.403, C72 1.519, H74 1.090, H75 1.090
72 C -1.04 -3.03 -6.61  C71 1.519, H76 1.090, H77 1.090, H78 1.090
73 C 1.41 -6.93 -7.24  S68 1.895, H79 1.090, H80 1.090, H81 1.090
74 H -1.29 -5.26 -6.68  C71 1.090
75 H -0.52 -4.58 -8.03  C71 1.090
76 H -1.27 -2.91 -5.55  C72 1.090
77 H -1.99 -2.87 -7.11  C72 1.090
78 H -0.32 -2.25 -6.85  C72 1.090
79 H 1.78 -6.15 -7.90  C73 1.090
80 H 0.52 -7.40 -7.66  C73 1.090
81 H 2.28 -7.58 -7.05  C73 1.090
82 O -7.65 2.10 -8.40  S83 1.423
83 S -6.39 1.64 -7.92  O82 1.423, O84 1.425, O85 1.653, C88 1.837
84 O -5.25 1.66 -8.77  S83 1.425
85 O -5.94 2.48 -6.57  S83 1.653, C86 1.369
86 C -7.00 2.80 -5.76  O85 1.369, C87 1.565, H89 1.090, H90 1.090
87 C -7.37 4.30 -6.03  C86 1.565, H91 1.090, H92 1.090, H93 1.090
88 C -6.53 -0.07 -7.26  S83 1.837, H94 1.090, H95 1.090, H96 1.090
89 H -6.70 2.64 -4.73  C86 1.090
90 H -7.93 2.28 -6.01  C86 1.090
91 H -6.56 4.91 -6.43  C87 1.090
92 H -7.88 4.83 -5.23  C87 1.090
93 H -8.03 4.32 -6.89  C87 1.090
94 H -7.59 -0.34 -7.29  C88 1.090
95 H -6.21 -0.12 -6.23  C88 1.090
96 H -5.96 -0.86 -7.74  C88 1.090
97 C -5.07 -6.68 -5.38  C98 1.378, C102 1.377, H103 1.080
98 C -6.27 -6.09 -5.04  C97 1.378, C99 1.411, H104 1.080
99 C -6.68 -4.98 -5.81  C98 1.411, C100 1.420, H105 1.080
100 C -5.96 -4.61 -6.97  C99 1.420, C101 1.374, H106 1.080
101 C -4.72 -5.19 -7.10  C100 1.374, C102 1.347, H107 1.080
102 C -4.24 -6.22 -6.37  C97 1.377, C101 1.347, H108 1.080
103 H -4.79 -7.65 -4.99  C97 1.080
104 H -7.03 -6.59 -4.46  C98 1.080
105 H -7.60 -4.51 -5.47  C99 1.080
106 H -6.36 -3.80 -7.55  C100 1.080
107 H -4.04 -4.91 -7.89  C101 1.080
108 H -3.28 -6.63 -6.64  C102 1.080
109 C -8.66 -4.12 -11.88  C110 1.566, H115 1.090, H116 1.090, H117 1.090
110 C -7.92 -5.03 -12.92  C109 1.566, C111 1.485, H118 1.090, H119 1.090
111 C -8.19 -4.51 -14.29  C110 1.485, C112 1.493, H120 1.090, H121 1.090
112 C -7.40 -5.22 -15.34  C111 1.493, C113 1.543, H122 1.090, H123 1.090
113 C -5.89 -4.93 -15.33  C112 1.543, C114 1.533, H124 1.090, H125 1.090
114 C -5.13 -5.94 -16.20  C113 1.533, H126 1.090, H127 1.090, H128 1.090
115 H -8.54 -3.07 -12.11  C109 1.090
116 H -8.46 -4.07 -10.81  C109 1.090
117 H -9.73 -4.30 -11.77  C109 1.090
118 H -6.91 -4.95 -12.52  C110 1.090
119 H -8.16 -6.08 -12.74  C110 1.090
120 H -8.21 -3.42 -14.26  C111 1.090
121 H -9.22 -4.78 -14.51  C111 1.090
122 H -7.56 -6.29 -15.20  C112 1.090
123 H -7.88 -4.99 -16.30  C112 1.090
124 H -5.76 -3.92 -15.72  C113 1.090
125 H -5.67 -5.00 -14.26  C113 1.090
126 H -5.31 -5.56 -17.20  C114 1.090
127 H -4.04 -5.91 -16.14  C114 1.090
128 H -5.40 -6.98 -16.02  C114 1.090

Löwdin atomic charge list, values in e, 99 entries:
1. N 0.267
2. H 0.110
3. H 0.020
4. H 0.106
5. H 0.060
6. N 0.152
7. H 0.080
8. H 0.012
9. H 0.014
10. H 0.058
11. C -0.059
12. C -0.661
13. C -0.116
14. O -0.346
15. H 0.052
16. H 0.055
17. H 0.060
18. H 0.080
19. H 0.053
20. H 0.060
21. H 0.057
22. O -0.290
23. S 0.702
24. O -0.325
25. O -0.248
26. C -0.283
27. C -0.072
28. C -0.097
29. H 0.133
30. H 0.098
31. H 0.066
32. H 0.087
33. H 0.070
34. H 0.066
35. H 0.029
36. H 0.067
37. O -0.300
38. S 0.669
39. O -0.297
40. O -0.275
41. C -0.295
42. C -0.027
43. C -0.087
44. H 0.112
45. H 0.125
46. H 0.049
47. H 0.079
48. H 0.060
49. H 0.062
50. H 0.074
51. H 0.044
52. O -0.307
53. S 0.668
54. O -0.288
55. O -0.272
56. C -0.289
57. C -0.034
58. C -0.065
59. H 0.119
60. H 0.115
61. H 0.044
62. H 0.083
63. H 0.077
64. H 0.066
65. H 0.038
66. H 0.044
67. O -0.309
68. S 0.731
69. O -0.326
70. O -0.297
71. C -0.299
72. C -0.047
73. C -0.089
74. H 0.099
75. H 0.112
76. H 0.091
77. H 0.048
78. H 0.072
79. H 0.055
80. H 0.065
81. H 0.059
82. O -0.274
83. S 0.642
84. O -0.261
85. O -0.261
86. C -0.315
87. C -0.049
88. C -0.074
89. H 0.111
90. H 0.096
91. H 0.078
92. H 0.073
93. H 0.061
94. H 0.033
95. H 0.073
96. H 0.042
97. C -0.098
98. C -0.081
99. C -0.067

---

No. 2
Below is one molecule with the formula C7H14N2O4 at a distorted geometry, with properties calculated with wB97M-V/def2-TZVPD.

The calculation puts the LUMO energy at 0.444 eV. Its total charge is 0. The energy above the lowest of the compared OMol25 structures with the same formula, charge and spin comes out at 37.44 kcal/mol. The calculation puts the HOMO energy at -0.324 Ha. The orbital gap is 9.26 eV. Its SMILES is C[C@H](NC(=O)[C@@H](N)[C@@H](C)O)C(=O)O.

Bonds (Å) are listed after each position.
Cartesian coordinates (Å):
1 C 2.94 -1.40 0.81  C2 1.597, H14 1.033, H15 1.073, H16 1.097
2 C 1.57 -0.91 1.47  C1 1.597, N3 1.394, C11 1.599, H17 1.028
3 N 0.59 -0.66 0.51  C2 1.394, C4 1.318, H18 1.052
4 C -0.69 -0.56 0.80  N3 1.318, O5 1.228, C6 1.558
5 O -1.14 -0.62 1.94  C4 1.228
6 C -1.73 -0.03 -0.23  C4 1.558, N7 1.471, C8 1.612, H19 1.118
7 N -1.91 1.38 0.16  C6 1.471, H20 0.959, H21 1.074
8 C -1.25 -0.18 -1.76  C6 1.612, C9 1.523, O10 1.423, H22 1.070
9 C -2.26 0.51 -2.67  C8 1.523, H23 1.123, H24 1.144, H25 1.106
10 O -0.04 0.56 -1.77  C8 1.423, H26 0.957
11 C 1.84 0.38 2.37  C2 1.599, O12 1.163, O13 1.372
12 O 2.61 0.48 3.24  C11 1.163
13 O 1.08 1.37 1.80  C11 1.372, H27 0.983
14 H 2.78 -2.37 0.50  C1 1.033
15 H 3.80 -1.40 1.46  C1 1.073
16 H 3.03 -0.71 -0.03  C1 1.097
17 H 1.19 -1.68 2.04  C2 1.028
18 H 0.61 -0.53 -0.54  N3 1.052
19 H -2.61 -0.67 0.01  C6 1.118
20 H -2.02 1.67 1.07  N7 0.959
21 H -0.96 1.80 -0.14  N7 1.074
22 H -0.99 -1.17 -2.08  C8 1.070
23 H -1.83 0.61 -3.70  C9 1.123
24 H -2.67 1.53 -2.35  C9 1.144
25 H -3.11 -0.15 -2.88  C9 1.106
26 H 0.27 0.87 -2.63  O10 0.957
27 H 0.90 1.89 2.61  O13 0.983

List of Löwdin charges in e, atom by atom:
1. C 0.013
2. C -0.227
3. N 0.077
4. C -0.484
5. O 0.038
6. C -0.221
7. N 0.076
8. C -0.343
9. C -0.065
10. O -0.082
11. C -0.458
12. O 0.166
13. O 0.079
14. H 0.045
15. H 0.075
16. H 0.088
17. H 0.121
18. H 0.141
19. H 0.157
20. H 0.039
21. H 0.114
22. H 0.136
23. H 0.083
24. H 0.105
25. H 0.081
26. H 0.107
27. H 0.141

---

Which formula does entry 2 have? C7H14N2O4